Formula: C10H30O5
Source: OMol25
Level of theory: ωB97M-V/def2-TZVPD

Output
2S+1	1
HOMO	-9.10	eV
frontier orbital gap	9.66	eV
energy above the lowest of the compared OMol25 structures with the same formula, charge and spin	40.7	kcal per mole
SMILES	CCO.CCO.CCO.CCO.CCO
molar mass	230.3	g/mol

Last columns: bonded neighbours and bond lengths (Å).
Geometry (Å):
1 C 0.186 -3.845 0.695  C2 1.553, H4 1.090, H5 1.090, H6 1.090
2 C 1.066 -3.095 1.731  C1 1.553, O3 1.355, H7 1.090, H8 1.090
3 O 1.344 -1.817 1.376  C2 1.355, H9 0.960
4 H -0.498 -4.574 1.130  C1 1.090
5 H 0.844 -4.520 0.149  C1 1.090
6 H -0.298 -3.101 0.063  C1 1.090
7 H 1.953 -3.638 2.057  C2 1.090
8 H 0.434 -3.003 2.614  C2 1.090
9 H 0.532 -1.330 1.221  O3 0.960
10 C -0.929 0.909 -4.955  C11 1.522, H13 1.090, H14 1.090, H15 1.090
11 C -0.607 1.536 -6.303  C10 1.522, O12 1.387, H16 1.090, H17 1.090
12 O -1.727 1.401 -7.109  C11 1.387, H18 0.960
13 H -1.138 -0.161 -4.922  C10 1.090
14 H -1.838 1.451 -4.696  C10 1.090
15 H -0.274 1.222 -4.142  C10 1.090
16 H 0.263 1.119 -6.810  C11 1.090
17 H -0.350 2.570 -6.075  C11 1.090
18 H -1.393 1.156 -7.975  O12 0.960
19 C -2.838 -0.266 5.368  C20 1.527, H22 1.090, H23 1.090, H24 1.090
20 C -2.355 0.661 4.255  C19 1.527, O21 1.448, H25 1.090, H26 1.090
21 O -1.039 0.407 3.708  C20 1.448, H27 0.960
22 H -3.737 0.187 5.787  C19 1.090
23 H -2.220 -0.312 6.265  C19 1.090
24 H -3.101 -1.252 4.986  C19 1.090
25 H -2.279 1.718 4.513  C20 1.090
26 H -3.075 0.559 3.443  C20 1.090
27 H -0.454 0.889 4.299  O21 0.960
28 C -1.524 1.072 -0.875  C29 1.487, H31 1.090, H32 1.090, H33 1.090
29 C -0.778 1.532 0.326  C28 1.487, O30 1.391, H34 1.090, H35 1.090
30 O -0.435 0.377 1.022  C29 1.391, H36 0.960
31 H -0.866 0.477 -1.509  C28 1.090
32 H -1.857 1.985 -1.368  C28 1.090
33 H -2.359 0.517 -0.448  C28 1.090
34 H -1.244 2.361 0.857  C29 1.090
35 H 0.152 2.030 0.051  C29 1.090
36 H -0.761 0.496 1.918  O30 0.960
37 C 4.276 0.396 -0.847  C38 1.553, H40 1.090, H41 1.090, H42 1.090
38 C 3.399 0.870 0.345  C37 1.553, O39 1.361, H43 1.090, H44 1.090
39 O 3.432 0.018 1.405  C38 1.361, H45 0.960
40 H 3.934 0.931 -1.733  C37 1.090
41 H 4.018 -0.662 -0.896  C37 1.090
42 H 5.320 0.708 -0.845  C37 1.090
43 H 2.356 0.769 0.044  C38 1.090
44 H 3.739 1.886 0.546  C38 1.090
45 H 2.729 -0.632 1.336  O39 0.960